No. 1
Density functional theory data (ωB97M-V with the def2-TZVPD basis set) for a structure of composition C51H52CsN14PSSe2.

Its charge is 0. As for the multiplicity: 1. For the LUMO energy, the calculation gives -0.3 eV. Its HOMO energy is -7.2 eV. The energy relative to the best compared isomer or geometry (same formula, charge and spin) comes out at 0.548 eV.

CARTESIAN COORDINATES (ANGSTROEM)
Cs  -0.297  0.302  0.960
N  -4.874  -1.718  0.911
C  -3.557  -1.431  0.787
N  -2.662  -2.215  0.296
C  -3.055  -3.481  -0.129
N  -2.221  -4.383  -0.513
N  -0.910  -3.976  -0.604
C  -0.063  -4.749  -0.067
C  1.383  -4.455  -0.166
C  2.298  -5.438  0.198
C  3.653  -5.177  0.061
C  4.042  -3.944  -0.426
C  3.056  -3.013  -0.739
N  1.755  -3.250  -0.612
C  -4.484  -3.840  -0.087
C  -4.970  -5.062  -0.554
C  -6.314  -5.362  -0.470
C  -7.200  -4.440  0.089
C  -6.742  -3.226  0.555
C  -5.383  -2.929  0.462
H  -5.478  -1.048  1.355
H  -3.269  -0.448  1.157
H  -0.370  -5.649  0.470
H  1.946  -6.392  0.569
H  4.387  -5.926  0.329
H  5.085  -3.688  -0.555
H  3.322  -2.031  -1.107
H  -4.262  -5.766  -0.969
H  -6.681  -6.313  -0.831
H  -8.253  -4.677  0.161
H  -7.423  -2.506  0.993
C  -0.023  -3.389  3.891
C  -0.485  -3.036  5.157
C  -1.255  -1.905  5.297
C  -1.550  -1.124  4.167
N  -1.113  -1.475  2.959
C  -0.367  -2.576  2.832
N  -2.284  0.031  4.427
C  -2.586  1.018  3.654
N  -2.423  1.260  2.297
C  -2.841  2.538  2.048
N  -2.935  3.233  0.959
C  -2.408  3.149  -0.298
C  -3.174  3.747  -1.328
C  -2.611  3.958  -2.561
C  -1.293  3.555  -2.786
C  -0.643  2.896  -1.762
N  -1.174  2.683  -0.553
C  -3.341  3.164  3.306
C  -3.854  4.420  3.570
C  -4.235  4.690  4.879
C  -4.097  3.728  5.881
C  -3.572  2.471  5.601
C  -3.206  2.215  4.294
H  0.595  -4.263  3.734
H  -0.232  -3.636  6.022
H  -1.625  -1.577  6.257
H  -0.041  -2.813  1.820
H  -4.171  4.087  -1.089
H  -3.176  4.460  -3.337
H  -0.778  3.762  -3.715
H  0.369  2.528  -1.894
H  -3.949  5.155  2.781
H  -4.642  5.661  5.131
H  -4.400  3.970  6.892
H  -3.446  1.717  6.366
Se  2.523  1.144  -0.294
P  3.392  1.407  -2.247
Se  3.007  -0.165  -3.679
C  2.822  3.011  -2.926
C  2.726  4.111  -2.077
C  2.314  5.339  -2.569
C  1.996  5.481  -3.914
C  2.097  4.391  -4.764
C  2.510  3.158  -4.272
C  5.196  1.653  -2.143
C  5.816  1.892  -0.924
C  7.185  2.126  -0.872
C  7.934  2.125  -2.038
C  7.316  1.887  -3.259
C  5.953  1.649  -3.313
H  2.948  3.995  -1.023
H  2.232  6.185  -1.899
H  1.668  6.439  -4.294
H  1.858  4.498  -5.816
H  2.599  2.302  -4.931
H  5.226  1.886  -0.016
H  7.662  2.305  0.083
H  9.001  2.306  -1.997
H  7.899  1.880  -4.171
H  5.473  1.443  -4.262
C  2.692  2.551  3.845
N  3.179  1.420  3.081
C  3.111  0.143  3.530
S  2.665  -0.223  5.103
N  3.439  -0.785  2.599
C  3.366  -2.216  2.804
H  2.973  3.460  3.315
H  3.143  2.554  4.834
H  1.607  2.525  3.972
H  3.263  1.556  2.082
H  3.528  -0.469  1.642
H  3.117  -2.402  3.845
H  4.324  -2.683  2.572
H  2.596  -2.660  2.169
N  0.014  -0.328  -4.352
C  -1.236  0.500  -4.317
C  -2.040  0.109  -3.082
N  -2.337  -1.307  -3.022
C  -1.126  -2.110  -3.090
C  -0.262  -1.801  -4.306
H  0.672  -0.099  -3.577
H  0.570  -0.105  -5.177
H  -1.785  0.291  -5.237
H  -0.938  1.546  -4.295
H  -2.953  0.701  -3.028
H  -1.424  0.372  -2.222
H  -3.009  -1.577  -3.731
H  -1.381  -3.168  -3.091
H  -0.545  -1.954  -2.175
H  -0.768  -2.056  -5.239
H  0.702  -2.305  -4.258

No. 2
Density functional theory data (ωB97M-V with the def2-TZVPD basis set) for a structure of composition C51H52IN4O3PbS2Si.

Its charge is -1. As for the multiplicity: 1. For the LUMO energy, the calculation gives 1.9 eV. Its HOMO energy is -3.4 eV. The energy relative to the best compared isomer or geometry (same formula, charge and spin) comes out at 0.000 eV.

CARTESIAN COORDINATES (ANGSTROEM)
Pb  -1.127  -1.551  -0.477
C  6.573  -1.914  4.515
C  5.244  -1.753  3.828
C  5.122  -1.928  2.454
C  3.897  -1.755  1.822
C  2.789  -1.392  2.569
C  2.883  -1.231  3.942
C  4.109  -1.406  4.560
S  1.186  -1.148  1.778
O  0.222  -1.339  2.878
C  1.344  0.629  1.491
C  2.162  0.954  0.380
C  2.380  2.247  0.033
C  1.764  3.294  0.767
C  1.953  4.648  0.407
C  1.323  5.649  1.090
C  0.470  5.332  2.165
C  0.275  4.031  2.538
C  0.924  2.972  1.858
C  0.715  1.594  2.229
C  -0.177  1.342  3.406
C  0.352  1.558  4.713
C  1.718  1.883  4.925
C  2.205  2.084  6.184
C  1.355  1.970  7.307
C  0.040  1.648  7.134
C  -0.496  1.430  5.840
C  -1.853  1.079  5.650
C  -2.342  0.861  4.397
C  -1.500  1.007  3.281
S  -2.226  0.584  1.678
O  -3.651  0.256  1.924
C  -2.228  2.244  0.995
C  -1.503  2.472  -0.161
C  -1.482  3.748  -0.713
C  -2.184  4.789  -0.123
C  -2.162  6.170  -0.719
C  -2.937  4.527  1.024
C  -2.964  3.264  1.584
H  7.296  -2.407  3.865
H  6.476  -2.509  5.424
H  6.985  -0.943  4.799
H  5.991  -2.210  1.871
H  3.804  -1.910  0.753
H  1.992  -0.981  4.505
H  4.186  -1.275  5.634
H  2.607  0.146  -0.191
H  3.012  2.495  -0.811
H  2.602  4.875  -0.431
H  1.469  6.682  0.801
H  -0.044  6.123  2.695
H  -0.398  3.803  3.353
H  2.381  1.960  4.073
H  3.251  2.330  6.324
H  1.750  2.132  8.301
H  -0.618  1.548  7.989
H  -2.494  0.971  6.517
H  -3.367  0.557  4.221
H  -0.948  1.659  -0.617
H  -0.903  3.931  -1.611
H  -1.350  6.271  -1.439
H  -2.024  6.928  0.055
H  -3.099  6.389  -1.235
H  -3.503  5.330  1.485
H  -3.555  3.058  2.469
O  -1.746  -2.829  0.857
I  -2.743  2.751  -5.888
C  -2.944  1.522  -4.248
C  -4.112  1.161  -3.621
N  -3.745  0.352  -2.608
N  -2.427  0.166  -2.541
C  -1.920  0.867  -3.535
H  -5.140  1.410  -3.821
H  -4.333  -0.116  -1.936
H  -0.856  0.879  -3.707
C  -5.258  -3.128  -2.840
Si  -3.795  -3.705  -1.751
C  -4.351  -3.158  -0.055
C  -3.731  -5.596  -1.660
N  -2.305  -3.021  -2.335
C  -1.935  -3.233  -3.621
C  -0.816  -2.584  -4.228
C  -0.455  -2.777  -5.554
C  -1.139  -3.638  -6.401
C  -2.231  -4.300  -5.849
C  -2.612  -4.107  -4.537
H  -6.203  -3.473  -2.408
H  -5.230  -3.454  -3.879
H  -5.277  -2.033  -2.847
H  -5.321  -3.632  0.139
H  -4.485  -2.074  0.029
H  -3.617  -3.430  0.704
H  -4.653  -5.990  -1.220
H  -2.900  -5.863  -1.003
H  -3.579  -6.096  -2.617
H  -0.173  -1.917  -3.671
H  0.401  -2.222  -5.937
H  -0.841  -3.790  -7.431
H  -2.810  -4.988  -6.458
H  -3.471  -4.665  -4.202
C  3.309  -0.737  -4.824
C  3.374  -1.788  -3.712
C  3.405  -3.202  -4.302
C  4.619  -1.554  -2.842
C  2.187  -1.661  -2.856
N  1.243  -1.566  -2.205
H  4.195  -0.829  -5.454
H  3.283  0.271  -4.407
H  2.422  -0.874  -5.443
H  4.286  -3.308  -4.936
H  2.504  -3.405  -4.887
H  3.459  -3.947  -3.508
H  5.512  -1.649  -3.461
H  4.674  -2.288  -2.037
H  4.607  -0.557  -2.399

No. 3
Density functional theory data (ωB97M-V with the def2-TZVPD basis set) for a structure of composition C51H55N12ORbSSi.

Its charge is 0. As for the multiplicity: 1. For the LUMO energy, the calculation gives 0.3 eV. Its HOMO energy is -5.9 eV. The energy relative to the best compared isomer or geometry (same formula, charge and spin) comes out at 0.478 eV.

CARTESIAN COORDINATES (ANGSTROEM)
Rb  1.265  0.465  1.413
C  -0.354  -1.219  4.526
C  -1.578  -0.959  3.612
C  -2.111  0.437  3.791
C  -3.135  0.718  4.692
C  -3.533  2.030  4.877
C  -2.902  3.029  4.153
C  -1.906  2.656  3.265
N  -1.512  1.399  3.083
N  0.843  -1.488  3.732
C  2.095  -1.187  4.406
C  2.284  0.259  4.818
C  3.361  0.589  5.637
C  3.536  1.904  6.019
C  2.627  2.859  5.583
C  1.601  2.444  4.757
N  1.432  1.178  4.371
C  0.822  -2.864  3.257
C  1.849  -3.163  2.189
C  2.571  -4.351  2.196
C  3.480  -4.584  1.175
C  3.647  -3.622  0.193
C  2.877  -2.472  0.269
N  1.994  -2.247  1.236
H  -0.562  -2.049  5.219
H  -0.171  -0.335  5.128
H  -2.370  -1.684  3.808
H  -1.261  -1.053  2.571
H  -3.610  -0.087  5.240
H  -4.322  2.273  5.578
H  -3.178  4.069  4.269
H  -1.394  3.401  2.664
H  2.903  -1.415  3.706
H  2.249  -1.822  5.296
H  4.057  -0.179  5.951
H  4.372  2.184  6.648
H  2.721  3.898  5.868
H  0.879  3.157  4.369
H  -0.165  -3.048  2.821
H  0.948  -3.575  4.091
H  2.429  -5.069  2.994
H  4.063  -5.497  1.160
H  4.362  -3.752  -0.608
H  2.982  -1.691  -0.475
C  5.373  -1.956  3.165
C  5.648  -0.621  2.517
C  6.913  -0.064  2.628
C  7.140  1.152  1.981
C  6.130  1.740  1.267
C  4.840  1.125  1.188
N  4.637  -0.057  1.849
N  3.814  1.646  0.502
Si  3.867  2.796  -0.726
C  2.087  3.278  -1.155
C  4.645  4.511  -0.483
C  4.711  2.116  -2.274
H  6.218  -2.634  3.029
H  4.490  -2.414  2.723
H  5.212  -1.849  4.242
H  7.695  -0.570  3.179
H  8.115  1.624  2.036
H  6.289  2.681  0.757
H  1.754  4.051  -0.452
H  1.362  2.463  -1.117
H  2.040  3.714  -2.160
H  4.120  5.075  0.294
H  4.557  5.070  -1.421
H  5.703  4.486  -0.213
H  4.233  1.192  -2.616
H  5.755  1.873  -2.049
H  4.703  2.835  -3.099
C  -8.197  -3.614  -9.775
O  -7.033  -2.805  -9.813
C  -6.333  -2.660  -8.660
C  -5.193  -1.863  -8.735
C  -4.414  -1.663  -7.614
C  -4.747  -2.251  -6.393
C  -5.891  -3.038  -6.329
C  -6.685  -3.245  -7.447
C  -3.930  -2.079  -5.185
N  -4.231  -2.545  -3.997
C  -3.187  -2.168  -3.186
C  -2.249  -1.465  -3.890
N  -2.735  -1.411  -5.175
C  -1.042  -0.967  -3.311
C  -0.070  -0.246  -4.017
C  1.057  0.175  -3.364
C  1.181  -0.128  -2.006
N  0.275  -0.789  -1.315
C  -0.832  -1.223  -1.940
C  -1.830  -1.976  -1.164
N  -1.586  -2.214  0.140
C  -2.470  -2.917  0.817
C  -3.659  -3.421  0.279
C  -3.927  -3.176  -1.042
C  -2.999  -2.446  -1.792
H  -8.602  -3.609  -10.782
H  -8.940  -3.209  -9.084
H  -7.957  -4.640  -9.486
H  -4.941  -1.409  -9.684
H  -3.540  -1.027  -7.703
H  -6.150  -3.489  -5.381
H  -7.566  -3.863  -7.360
H  -2.293  -0.973  -5.962
H  -0.214  -0.022  -5.067
H  1.829  0.742  -3.866
H  2.062  0.206  -1.460
H  -2.240  -3.100  1.863
H  -4.339  -3.989  0.900
H  -4.828  -3.529  -1.527
S  -1.719  2.277  -0.699
C  -2.045  3.740  0.002
N  -3.225  4.128  0.549
C  -3.242  5.539  0.912
C  -1.743  5.900  0.869
N  -1.184  4.773  0.139
H  -4.053  3.600  0.340
H  -3.668  5.687  1.904
H  -3.816  6.132  0.198
H  -1.317  5.985  1.871
H  -1.569  6.838  0.344
H  -0.206  4.650  -0.059

No. 4
Density functional theory data (ωB97M-V with the def2-TZVPD basis set) for a structure of composition C51H56FeN4O8PTe.

Its charge is 0. As for the multiplicity: 6. For the LUMO energy (alpha / beta), the calculation gives 0.1 / -2.1 eV. Its HOMO energy (alpha / beta) is -7.7 / -7.7 eV.

CARTESIAN COORDINATES (ANGSTROEM)
Fe  -1.433  0.248  0.156
C  -3.756  4.063  0.509
C  -3.318  2.698  0.077
N  -2.694  1.925  0.866
N  -2.533  2.313  2.163
C  -2.252  1.239  2.850
O  -2.205  0.037  2.348
C  -2.044  1.404  4.315
C  -1.734  2.651  4.854
C  -1.530  2.778  6.221
C  -1.652  1.672  7.057
C  -1.971  0.430  6.522
C  -2.155  0.297  5.151
C  -3.698  2.098  -1.240
C  -4.204  2.866  -2.280
C  -4.638  2.245  -3.439
C  -4.561  0.870  -3.537
C  -4.028  0.179  -2.463
N  -3.612  0.761  -1.345
H  -2.881  4.709  0.627
H  -4.451  4.521  -0.194
H  -4.231  3.993  1.490
H  -1.623  3.491  4.181
H  -1.270  3.746  6.637
H  -1.492  1.778  8.125
H  -2.068  -0.434  7.173
H  -2.398  -0.666  4.719
H  -4.242  3.945  -2.196
H  -5.034  2.834  -4.256
H  -4.899  0.343  -4.419
H  -3.931  -0.901  -2.494
C  0.602  -3.594  -5.613
C  0.185  -2.559  -4.590
C  0.579  -1.234  -4.683
C  0.199  -0.252  -3.770
C  0.693  1.149  -3.983
O  0.040  2.136  -3.732
C  2.066  1.352  -4.599
C  2.265  2.515  -5.341
C  3.503  2.794  -5.901
C  4.565  1.916  -5.711
C  4.385  0.770  -4.948
C  3.141  0.490  -4.393
C  -0.668  -0.593  -2.666
O  -1.120  0.277  -1.833
C  -1.042  -1.974  -2.564
C  -0.617  -2.898  -3.518
C  -1.877  -2.469  -1.454
N  -1.915  -1.877  -0.319
C  -2.713  -2.382  0.805
C  -1.766  -2.952  1.852
Te  -0.227  -1.548  2.327
C  1.324  -2.985  2.148
C  1.152  -4.353  2.342
C  2.241  -5.212  2.265
C  3.510  -4.709  2.001
C  3.688  -3.341  1.821
C  2.602  -2.484  1.892
C  -2.676  -3.717  -1.718
C  -2.486  -4.880  -0.976
C  -3.251  -6.012  -1.229
C  -4.222  -5.987  -2.221
C  -4.405  -4.833  -2.977
C  -3.626  -3.710  -2.735
H  1.365  -3.199  -6.284
H  -0.246  -3.912  -6.227
H  1.005  -4.486  -5.129
H  1.195  -0.939  -5.528
H  1.428  3.195  -5.461
H  3.643  3.700  -6.481
H  5.533  2.128  -6.152
H  5.214  0.091  -4.782
H  3.020  -0.391  -3.773
H  -0.920  -3.937  -3.416
H  -3.433  -3.145  0.525
H  -3.261  -1.539  1.224
H  -1.248  -3.828  1.466
H  -2.309  -3.220  2.760
H  0.174  -4.768  2.576
H  2.098  -6.275  2.416
H  4.356  -5.381  1.936
H  4.677  -2.943  1.621
H  2.740  -1.418  1.734
H  -1.716  -4.909  -0.211
H  -3.085  -6.915  -0.650
H  -4.828  -6.865  -2.413
H  -5.151  -4.811  -3.764
H  -3.748  -2.824  -3.348
O  1.114  -0.913  -0.301
H  1.481  -0.785  -1.191
H  1.184  -0.042  0.149
C  3.948  0.935  3.543
C  2.526  1.126  4.061
C  2.392  2.485  4.744
C  2.175  0.022  5.045
O  1.589  0.945  2.933
P  1.005  2.105  1.971
O  0.349  3.204  2.684
O  0.185  1.344  0.914
O  2.397  2.553  1.320
C  2.599  3.406  0.149
C  1.406  4.313  -0.167
C  3.814  4.249  0.486
C  2.896  2.496  -1.024
H  4.658  1.168  4.340
H  4.133  1.602  2.699
H  4.113  -0.099  3.227
H  3.050  2.500  5.617
H  1.363  2.662  5.062
H  2.679  3.297  4.071
H  2.877  0.028  5.884
H  2.228  -0.955  4.553
H  1.161  0.169  5.427
H  1.138  4.916  0.706
H  0.534  3.726  -0.460
H  1.669  4.969  -0.998
H  3.599  4.887  1.350
H  4.084  4.882  -0.365
H  4.665  3.604  0.730
H  1.976  2.003  -1.350
H  3.636  1.739  -0.740
H  3.287  3.076  -1.862